[1]
Density functional theory data (ωB97M-V/def2-TZVPD) for C21H27N3O2 in the gas phase.

Geometry (Å):
H 1.5275 0.3349 1.4954
N 0.7620 0.3171 0.8349
C -0.2403 -0.3889 1.1869
N -0.4637 -1.1613 2.3144
C 0.5041 -1.4032 3.3505
C 1.3862 -2.6135 3.0263
C 2.3799 -2.9403 4.1396
C 3.4555 -1.8740 4.3156
C -1.6860 -1.7912 2.1876
C -2.3475 -2.6834 3.0068
C -3.5960 -3.1308 2.5941
C -4.1593 -2.7008 1.4029
C -3.4985 -1.8058 0.5718
C -2.2579 -1.3556 0.9767
N -1.3650 -0.4833 0.3994
C -1.5040 0.2494 -0.8279
C -0.8405 -0.4699 -2.0111
O 0.4914 -0.8117 -1.7346
C -0.9745 0.4006 -3.2883
O -0.8523 1.7857 -3.0712
C 0.3822 2.3678 -2.9471
C 1.6024 1.7138 -3.0343
C 2.7791 2.4340 -2.9058
C 2.7748 3.8020 -2.6887
C 4.0507 4.5746 -2.5344
C 1.5448 4.4468 -2.6006
C 0.3656 3.7457 -2.7284
H -0.0308 -1.5670 4.2905
H 1.1151 -0.5026 3.4594
H 0.7354 -3.4751 2.8583
H 1.9256 -2.4202 2.0961
H 1.8395 -3.0719 5.0800
H 2.8620 -3.8904 3.9004
H 3.9652 -1.6892 3.3725
H 4.1935 -2.2022 5.0436
H 3.0302 -0.9379 4.6687
H -1.9158 -3.0276 3.9337
H -4.1350 -3.8304 3.2145
H -5.1302 -3.0712 1.1113
H -3.9397 -1.4805 -0.3572
H -2.5633 0.4123 -1.0346
H -1.0084 1.2156 -0.6870
H -1.3612 -1.4178 -2.2137
H 0.8240 -0.2312 -1.0224
H -1.9854 0.2783 -3.6882
H -0.2564 0.0443 -4.0347
H 1.6557 0.6477 -3.1845
H 3.7203 1.9072 -2.9746
H 4.0403 5.4628 -3.1640
H 4.9092 3.9645 -2.8041
H 4.1721 4.9003 -1.5011
H 1.5138 5.5136 -2.4301
H -0.5893 4.2439 -2.6642

Its HOMO-LUMO gap is 8.42 eV. As for the SMILES: [H]/N=c1\n(CCCC)c2ccccc2n1C[C@H](O)COc1ccc(C)cc1. As for the multiplicity: 1. The value obtained for the LUMO energy is 0.029 hartree. As for the strongest force on any atom: 0.69 eV/Å.

=====

[2]
Density functional theory data (ωB97M-V/def2-TZVPD) for 2 unconnected molecules or ions with the total composition C6H6N3O4S in a non-equilibrium geometry.

Geometry (Å):
C -2.4431 0.0399 0.4703
C -1.6510 0.3112 1.6119
C -2.0330 0.2362 -0.8315
C -0.3504 0.6794 1.3249
C -0.6398 0.6680 -1.0608
C 0.1406 0.8396 0.0258
N 1.2263 -1.7133 0.3509
N 2.8474 -0.0371 -0.1470
N 0.9392 -2.3517 -0.6391
O 1.3366 -2.2985 -1.7956
O 0.0451 -3.1112 -0.1655
O 2.2046 1.8225 1.3775
O 2.1912 2.2830 -0.9453
S 1.9268 1.2769 0.0913
H -3.3953 -0.3670 0.5622
H -2.1325 0.5247 2.5265
H -2.7437 -0.0164 -1.6850
H 0.3862 0.8414 2.1085
H -0.4029 1.0002 -2.1918
H 2.5476 -0.6278 -0.9884

Its HOMO-LUMO gap (spin up / spin down) is 7.24 / 7.23 eV. The total charge is -1. As for the multiplicity: 1. The value obtained for the LUMO energy (spin up / spin down) is 0.076 / 0.076 hartree. As for the strongest force on any atom: 4.70 eV/Å.

=====

Calculated relative energy (zero: lowest compared OMol25 entry of this formula, charge and spin) (kcal/mol), listed in the same order as above: 29.95 153.87